Density functional theory data (the ωB97M-V functional and the def2-TZVPD basis) for a cluster of 9 separate species, C48H123N9O15 in total.

Summary:
HOMO = -8.26 eV
F_max = 0.057 hartree/bohr
SMILES string = COC[C@H](C)N.COC[C@H](C)N.COC[C@H](C)N.COCCNCCOC.COCCNCCOC.COCCNCCOC.COCCNCCOC.COCCNCCOC.COCCNCCOC
Net charge = 0
Energy relative to the best compared isomer or geometry (same formula, charge and spin) = 136.0 kcal/mol
Electronic energy = -95879.00208 eV
Kohn-Sham gap = 8.51 eV

Bonds (Å) are listed after each position.
Element x y z (Å)
1 C -1.130 5.797 7.540  O2 1.427, H7 1.090, H8 1.090, H9 1.090
2 O -1.059 7.052 8.217  C1 1.427, C3 1.436
3 C -2.194 7.280 9.066  O2 1.436, C4 1.547, H10 1.090, H11 1.090
4 C -2.124 8.684 9.710  C3 1.547, C5 1.518, N6 1.460, H12 1.090
5 C -1.040 8.664 10.773  C4 1.518, H13 1.090, H14 1.090, H15 1.090
6 N -3.377 9.174 10.275  C4 1.460, H16 1.010, H17 1.010
7 H -1.977 5.743 6.856  C1 1.090
8 H -1.251 5.026 8.301  C1 1.090
9 H -0.249 5.522 6.960  C1 1.090
10 H -3.132 7.117 8.534  C3 1.090
11 H -2.139 6.530 9.855  C3 1.090
12 H -1.831 9.451 8.992  C4 1.090
13 H -1.046 9.583 11.358  C5 1.090
14 H -0.020 8.567 10.401  C5 1.090
15 H -1.288 7.906 11.516  C5 1.090
16 H -3.960 9.119 9.452  N6 1.010
17 H -3.786 8.409 10.794  N6 1.010
18 C -4.774 -2.280 10.793  O19 1.383, H24 1.090, H25 1.090, H26 1.090
19 O -4.355 -1.074 10.261  C18 1.383, C20 1.409
20 C -5.239 0.019 10.162  O19 1.409, C21 1.536, H27 1.090, H28 1.090
21 C -6.435 -0.238 9.233  C20 1.536, C22 1.546, N23 1.484, H29 1.090
22 C -5.950 -0.559 7.801  C21 1.546, H30 1.090, H31 1.090, H32 1.090
23 N -7.368 0.916 9.200  C21 1.484, H33 1.010, H34 1.010
24 H -5.094 -2.916 9.968  C18 1.090
25 H -5.505 -2.167 11.593  C18 1.090
26 H -3.931 -2.826 11.216  C18 1.090
27 H -5.576 0.249 11.173  C20 1.090
28 H -4.717 0.919 9.836  C20 1.090
29 H -6.993 -1.104 9.592  C21 1.090
30 H -5.518 0.339 7.360  C22 1.090
31 H -6.654 -0.998 7.095  C22 1.090
32 H -5.147 -1.289 7.903  C22 1.090
33 H -7.854 0.892 10.086  N23 1.010
34 H -8.106 0.775 8.525  N23 1.010
35 C 0.427 0.289 -2.124  O36 1.414, H41 1.090, H42 1.090, H43 1.090
36 O 0.114 -0.506 -0.997  C35 1.414, C37 1.479
37 C 1.250 -1.155 -0.308  O36 1.479, C38 1.563, H44 1.090, H45 1.090
38 C 0.656 -2.038 0.836  C37 1.563, C39 1.554, N40 1.448, H46 1.090
39 C -0.050 -1.202 1.939  C38 1.554, H47 1.090, H48 1.090, H49 1.090
40 N 1.605 -2.847 1.572  C38 1.448, H50 1.010, H51 1.010
41 H 0.736 -0.274 -3.005  C35 1.090
42 H 1.143 1.083 -1.911  C35 1.090
43 H -0.442 0.848 -2.469  C35 1.090
44 H 1.780 -1.699 -1.089  C37 1.090
45 H 1.908 -0.333 -0.023  C37 1.090
46 H -0.016 -2.814 0.469  C38 1.090
47 H 0.573 -0.501 2.496  C39 1.090
48 H -0.526 -1.939 2.587  C39 1.090
49 H -0.825 -0.549 1.537  C39 1.090
50 H 2.233 -3.304 0.927  N40 1.010
51 H 1.205 -3.596 2.118  N40 1.010
52 C -4.088 -7.787 0.264  O53 1.475, H61 1.090, H62 1.090, H63 1.090
53 O -4.875 -6.684 -0.319  C52 1.475, C54 1.411
54 C -4.537 -5.447 0.270  O53 1.411, C55 1.553, H64 1.090, H65 1.090
55 C -5.007 -4.324 -0.695  C54 1.553, N56 1.459, H66 1.090, H67 1.090
56 N -4.225 -4.051 -1.896  C55 1.459, C57 1.445, H68 1.010
57 C -4.302 -5.068 -2.919  N56 1.445, C58 1.543, H69 1.090, H70 1.090
58 C -3.374 -4.825 -4.128  C57 1.543, O59 1.441, H71 1.090, H72 1.090
59 O -1.981 -4.752 -3.768  C58 1.441, C60 1.413
60 C -1.426 -6.030 -3.533  O59 1.413, H73 1.090, H74 1.090, H75 1.090
61 H -4.305 -8.744 -0.211  C52 1.090
62 H -4.425 -7.984 1.282  C52 1.090
63 H -3.020 -7.586 0.173  C52 1.090
64 H -3.491 -5.269 0.517  C54 1.090
65 H -5.153 -5.290 1.156  C54 1.090
66 H -4.786 -3.351 -0.254  C55 1.090
67 H -6.090 -4.353 -0.811  C55 1.090
68 H -3.281 -3.724 -1.748  N56 1.010
69 H -5.295 -4.994 -3.362  C57 1.090
70 H -4.190 -6.065 -2.493  C57 1.090
71 H -3.624 -3.897 -4.643  C58 1.090
72 H -3.605 -5.510 -4.944  C58 1.090
73 H -1.279 -6.523 -4.493  C60 1.090
74 H -1.987 -6.624 -2.812  C60 1.090
75 H -0.397 -6.041 -3.173  C60 1.090
76 C 5.999 4.315 -5.126  O77 1.418, H85 1.090, H86 1.090, H87 1.090
77 O 5.725 5.704 -5.194  C76 1.418, C78 1.412
78 C 6.443 6.497 -4.271  O77 1.412, C79 1.550, H88 1.090, H89 1.090
79 C 6.052 7.996 -4.313  C78 1.550, N80 1.484, H90 1.090, H91 1.090
80 N 6.295 8.646 -5.626  C79 1.484, C81 1.454, H92 1.010
81 C 6.028 10.072 -5.537  N80 1.454, C82 1.564, H93 1.090, H94 1.090
82 C 5.937 10.643 -6.991  C81 1.564, O83 1.412, H95 1.090, H96 1.090
83 O 4.812 10.036 -7.590  C82 1.412, C84 1.432
84 C 4.567 10.372 -8.960  O83 1.432, H97 1.090, H98 1.090, H99 1.090
85 H 6.183 3.956 -4.113  C76 1.090
86 H 6.874 3.971 -5.678  C76 1.090
87 H 5.221 3.678 -5.547  C76 1.090
88 H 7.518 6.409 -4.426  C78 1.090
89 H 6.268 6.101 -3.271  C78 1.090
90 H 6.728 8.412 -3.566  C79 1.090
91 H 5.031 8.106 -3.950  C79 1.090
92 H 5.757 8.277 -6.397  N80 1.010
93 H 6.750 10.591 -4.908  C81 1.090
94 H 5.085 10.299 -5.040  C81 1.090
95 H 6.795 10.335 -7.588  C82 1.090
96 H 5.814 11.726 -6.961  C82 1.090
97 H 5.439 10.341 -9.614  C84 1.090
98 H 4.069 11.340 -8.922  C84 1.090
99 H 3.782 9.736 -9.369  C84 1.090
100 C 8.628 -8.266 5.356  O101 1.401, H109 1.090, H110 1.090, H111 1.090
101 O 8.180 -6.939 5.389  C100 1.401, C102 1.427
102 C 8.476 -6.286 6.624  O101 1.427, C103 1.510, H112 1.090, H113 1.090
103 C 8.102 -4.823 6.642  C102 1.510, N104 1.432, H114 1.090, H115 1.090
104 N 6.701 -4.558 6.772  C103 1.432, C105 1.492, H116 1.010
105 C 6.505 -3.088 6.609  N104 1.492, C106 1.561, H117 1.090, H118 1.090
106 C 5.053 -2.680 7.010  C105 1.561, O107 1.404, H119 1.090, H120 1.090
107 O 5.042 -2.617 8.412  C106 1.404, C108 1.431
108 C 3.689 -2.629 8.878  O107 1.431, H121 1.090, H122 1.090, H123 1.090
109 H 8.269 -8.798 6.237  C100 1.090
110 H 9.718 -8.272 5.339  C100 1.090
111 H 8.296 -8.760 4.443  C100 1.090
112 H 9.553 -6.365 6.771  C102 1.090
113 H 7.979 -6.837 7.422  C102 1.090
114 H 8.506 -4.590 5.656  C103 1.090
115 H 8.672 -4.245 7.369  C103 1.090
116 H 6.233 -4.966 5.976  N104 1.010
117 H 6.754 -2.718 5.615  C105 1.090
118 H 7.177 -2.600 7.315  C105 1.090
119 H 4.270 -3.294 6.564  C106 1.090
120 H 4.857 -1.672 6.644  C106 1.090
121 H 3.634 -2.683 9.966  C108 1.090
122 H 3.273 -3.579 8.544  C108 1.090
123 H 3.014 -1.859 8.504  C108 1.090
124 C 0.311 -7.861 4.984  O125 1.406, H133 1.090, H134 1.090, H135 1.090
125 O 1.386 -8.069 4.102  C124 1.406, C126 1.382
126 C 1.822 -9.379 4.146  O125 1.382, C127 1.616, H136 1.090, H137 1.090
127 C 3.050 -9.567 3.112  C126 1.616, N128 1.477, H138 1.090, H139 1.090
128 N 2.609 -9.456 1.707  C127 1.477, C129 1.450, H140 1.010
129 C 3.598 -9.455 0.646  N128 1.450, C130 1.562, H141 1.090, H142 1.090
130 C 4.814 -8.487 0.810  C129 1.562, O131 1.439, H143 1.090, H144 1.090
131 O 4.316 -7.141 0.698  C130 1.439, C132 1.414
132 C 5.367 -6.220 0.914  O131 1.414, H145 1.090, H146 1.090, H147 1.090
133 H -0.335 -8.730 5.113  C124 1.090
134 H -0.297 -7.021 4.649  C124 1.090
135 H 0.728 -7.509 5.928  C124 1.090
136 H 1.014 -10.040 3.831  C126 1.090
137 H 2.108 -9.709 5.145  C126 1.090
138 H 3.502 -10.523 3.375  C127 1.090
139 H 3.817 -8.871 3.451  C127 1.090
140 H 2.091 -8.592 1.630  N128 1.010
141 H 3.180 -9.353 -0.355  C129 1.090
142 H 3.984 -10.475 0.662  C129 1.090
143 H 5.580 -8.766 0.087  C130 1.090
144 H 5.256 -8.566 1.803  C130 1.090
145 H 6.090 -6.323 1.723  C132 1.090
146 H 5.020 -5.188 0.961  C132 1.090
147 H 5.997 -6.386 0.040  C132 1.090
148 C -7.489 4.506 -1.654  O149 1.443, H157 1.090, H158 1.090, H159 1.090
149 O -7.923 5.134 -0.430  C148 1.443, C150 1.452
150 C -9.133 4.487 0.044  O149 1.452, C151 1.528, H160 1.090, H161 1.090
151 C -9.794 5.282 1.168  C150 1.528, N152 1.471, H162 1.090, H163 1.090
152 N -10.063 6.696 0.866  C151 1.471, C153 1.460, H164 1.010
153 C -10.977 6.887 -0.257  N152 1.460, C154 1.573, H165 1.090, H166 1.090
154 C -11.429 8.393 -0.301  C153 1.573, O155 1.443, H167 1.090, H168 1.090
155 O -11.885 8.903 -1.572  C154 1.443, C156 1.399
156 C -13.169 8.421 -1.844  O155 1.399, H169 1.090, H170 1.090, H171 1.090
157 H -7.198 3.459 -1.571  C148 1.090
158 H -6.612 5.071 -1.972  C148 1.090
159 H -8.222 4.673 -2.444  C148 1.090
160 H -8.835 3.548 0.511  C150 1.090
161 H -9.836 4.350 -0.778  C150 1.090
162 H -9.297 5.260 2.138  C151 1.090
163 H -10.745 4.853 1.484  C151 1.090
164 H -9.218 7.210 0.662  N152 1.010
165 H -11.779 6.157 -0.145  C153 1.090
166 H -10.492 6.683 -1.212  C153 1.090
167 H -10.547 8.999 -0.095  C154 1.090
168 H -12.065 8.688 0.534  C154 1.090
169 H -13.923 8.640 -1.087  C156 1.090
170 H -13.071 7.361 -2.077  C156 1.090
171 H -13.506 8.965 -2.726  C156 1.090
172 C 6.544 1.455 -14.919  O173 1.460, H181 1.090, H182 1.090, H183 1.090
173 O 5.382 0.579 -15.030  C172 1.460, C174 1.392
174 C 4.830 0.604 -16.308  O173 1.392, C175 1.633, H184 1.090, H185 1.090
175 C 3.734 -0.590 -16.514  C174 1.633, N176 1.515, H186 1.090, H187 1.090
176 N 2.897 -0.860 -15.280  C175 1.515, C177 1.469, H188 1.010
177 C 1.904 0.160 -14.918  N176 1.469, C178 1.563, H189 1.090, H190 1.090
178 C 1.269 -0.144 -13.523  C177 1.563, O179 1.428, H191 1.090, H192 1.090
179 O 2.195 -0.616 -12.543  C178 1.428, C180 1.407
180 C 1.503 -1.088 -11.413  O179 1.407, H193 1.090, H194 1.090, H195 1.090
181 H 6.212 2.492 -14.957  C172 1.090
182 H 7.282 1.359 -15.716  C172 1.090
183 H 7.178 1.335 -14.040  C172 1.090
184 H 5.629 0.427 -17.028  C174 1.090
185 H 4.361 1.588 -16.287  C174 1.090
186 H 4.175 -1.466 -16.988  C175 1.090
187 H 3.062 -0.283 -17.315  C175 1.090
188 H 3.591 -0.838 -14.546  N176 1.010
189 H 1.044 0.086 -15.583  C177 1.090
190 H 2.346 1.146 -15.063  C177 1.090
191 H 0.417 -0.824 -13.554  C178 1.090
192 H 0.883 0.829 -13.219  C178 1.090
193 H 2.133 -1.508 -10.629  C180 1.090
194 H 0.671 -1.747 -11.662  C180 1.090
195 H 0.997 -0.286 -10.877  C180 1.090